# 1
{
  "formula": "C34H46AuF5N4O3PS",
  "method": "ωB97M-V with the def2-TZVPD basis set",
  "symbols": ["Au", "O", "N", "C", "C", "C", "C", "C", "H", "H", "H", "H", "H", "C", "C", "C", "N", "C", "S", "N", "C", "O", "C", "C", "C", "C", "C", "C", "H", "H", "H", "H", "H", "H", "H", "H", "H", "H", "H", "H", "H", "H", "F", "C", "C", "F", "C", "F", "C", "O", "C", "F", "C", "F", "C", "C", "C", "C", "P", "N", "C", "C", "C", "C", "C", "C", "C", "C", "H", "H", "H", "H", "H", "H", "H", "H", "H", "H", "H", "H", "H", "H", "H", "H", "H", "H", "H", "H", "H", "H", "H", "H", "H", "H", "H"],
  "coordinates": [[-0.279, -1.643, -1.088], [-0.112, -1.979, 3.358], [-0.673, -0.863, 3.074], [-1.656, -0.352, 3.857], [-2.227, 0.869, 3.571], [-1.819, 1.591, 2.460], [-0.834, 1.045, 1.650], [-0.280, -0.173, 1.976], [-1.916, -0.978, 4.696], [-3.006, 1.237, 4.226], [-2.267, 2.545, 2.216], [-0.485, 1.544, 0.751], [0.478, -0.672, 1.390], [3.285, 0.955, -4.697], [2.427, 0.585, -3.490], [1.197, 1.456, -3.318], [1.569, 2.834, -3.078], [1.036, 3.647, -2.151], [-0.383, 3.292, -1.285], [1.705, 4.793, -1.960], [2.783, 5.296, -2.781], [2.593, 6.402, -3.342], [3.969, 4.520, -2.841], [4.237, 3.397, -1.998], [5.398, 2.669, -2.132], [6.363, 3.002, -3.093], [6.131, 4.121, -3.905], [4.983, 4.868, -3.786], [4.115, 0.252, -4.805], [3.733, 1.948, -4.591], [2.704, 0.937, -5.623], [3.037, 0.659, -2.591], [2.086, -0.448, -3.569], [0.606, 1.117, -2.473], [0.559, 1.387, -4.209], [2.409, 3.179, -3.530], [1.167, 5.503, -1.486], [3.522, 3.119, -1.231], [5.566, 1.827, -1.469], [7.267, 2.415, -3.195], [6.872, 4.408, -4.646], [4.810, 5.733, -4.413], [6.592, -1.442, 0.388], [5.364, -1.618, -0.135], [5.090, -2.698, -0.955], [6.065, -3.584, -1.237], [3.823, -2.881, -1.475], [3.619, -3.952, -2.266], [2.745, -2.005, -1.221], [1.602, -2.220, -1.776], [3.075, -0.916, -0.392], [2.145, 0.020, -0.113], [4.339, -0.730, 0.138], [4.579, 0.327, 0.919], [-5.316, -3.210, -2.474], [-4.129, -3.037, -1.522], [-2.973, -3.936, -1.989], [-4.527, -3.594, -0.149], [-3.451, -1.265, -1.256], [-2.120, -1.229, -0.476], [-3.440, -0.397, -2.957], [-2.766, -1.300, -4.000], [-2.535, 0.834, -2.831], [-4.796, 0.044, -3.516], [-4.710, -0.349, -0.166], [-4.472, -0.775, 1.290], [-4.369, 1.150, -0.218], [-6.193, -0.529, -0.499], [-5.644, -4.256, -2.442], [-5.057, -2.987, -3.509], [-6.169, -2.593, -2.199], [-3.315, -4.977, -1.967], [-2.118, -3.835, -1.320], [-2.633, -3.720, -2.997], [-4.669, -4.677, -0.241], [-5.460, -3.174, 0.223], [-3.738, -3.414, 0.582], [-1.802, -1.667, -3.640], [-2.580, -0.701, -4.897], [-3.384, -2.147, -4.297], [-1.601, 0.578, -2.340], [-2.978, 1.651, -2.274], [-2.312, 1.207, -3.836], [-5.504, -0.779, -3.619], [-4.638, 0.469, -4.514], [-5.260, 0.821, -2.911], [-3.406, -0.816, 1.491], [-4.908, -1.741, 1.526], [-4.933, -0.033, 1.950], [-3.304, 1.314, -0.047], [-4.928, 1.661, 0.573], [-4.645, 1.617, -1.162], [-6.533, -1.551, -0.334], [-6.437, -0.251, -1.521], [-6.778, 0.117, 0.166]],
  "lowdin_spin": [0.00, 0.00, 0.00, 0.00, 0.00, 0.00, 0.00, 0.00, 0.00, 0.00, 0.00, 0.00, 0.00, 0.00, 0.00, 0.00, 0.01, 0.02, 0.01, 0.02, 0.19, 0.22, 0.09, 0.11, 0.01, 0.16, 0.01, 0.11, 0.00, 0.00, 0.00, 0.00, 0.00, 0.00, 0.00, 0.01, 0.00, 0.01, 0.00, 0.01, 0.00, 0.01, 0.00, 0.00, 0.00, 0.00, 0.00, 0.00, 0.00, 0.00, 0.00, 0.00, 0.00, 0.00, 0.00, 0.00, 0.00, 0.00, 0.00, 0.00, 0.00, 0.00, 0.00, 0.00, 0.00, 0.00, 0.00, 0.00, 0.00, 0.00, 0.00, 0.00, 0.00, 0.00, 0.00, 0.00, 0.00, 0.00, 0.00, 0.00, 0.00, 0.00, 0.00, 0.00, 0.00, 0.00, 0.00, 0.00, 0.00, 0.00, 0.00, 0.00, 0.00, 0.00, 0.00],
  "e_above_lowest_ev": 0.3947,
  "spin_multiplicity": 2,
  "e_tot_ha": -3142.46166,
  "lumo_energy_ev": [3.9, 3.9],
  "charge": -2
}

---

# 2
{
  "formula": "C49H103N5O7S",
  "method": "ωB97M-V with the def2-TZVPD basis set",
  "symbols": ["C", "C", "C", "C", "C", "C", "C", "C", "C", "N", "O", "H", "H", "H", "H", "H", "H", "H", "H", "H", "H", "H", "H", "H", "H", "H", "H", "H", "H", "H", "C", "C", "C", "C", "C", "C", "C", "C", "C", "N", "O", "H", "H", "H", "H", "H", "H", "H", "H", "H", "H", "H", "H", "H", "H", "H", "H", "H", "H", "H", "C", "C", "C", "C", "C", "C", "C", "C", "C", "N", "O", "H", "H", "H", "H", "H", "H", "H", "H", "H", "H", "H", "H", "H", "H", "H", "H", "H", "H", "H", "C", "C", "C", "C", "C", "C", "C", "C", "C", "N", "O", "H", "H", "H", "H", "H", "H", "H", "H", "H", "H", "H", "H", "H", "H", "H", "H", "H", "H", "H", "C", "C", "C", "C", "C", "C", "C", "C", "C", "N", "O", "H", "H", "H", "H", "H", "H", "H", "H", "H", "H", "H", "H", "H", "H", "H", "H", "H", "H", "H", "O", "S", "O", "C", "C", "C", "C", "H", "H", "H", "H", "H", "H", "H", "H"],
  "coordinates": [[-1.884, 8.692, 1.725], [-1.922, 7.215, 2.082], [-0.597, 6.515, 1.749], [-2.070, 7.193, 3.650], [-2.778, 5.954, 4.160], [-4.099, 5.767, 3.452], [-3.854, 5.568, 1.966], [-3.311, 4.185, 1.592], [-5.288, 5.548, 1.307], [-3.140, 6.698, 1.414], [-3.019, 6.609, -0.001], [-0.945, 9.073, 2.161], [-1.670, 8.914, 0.675], [-2.667, 9.329, 2.125], [0.208, 7.074, 2.220], [-0.570, 5.477, 2.077], [-0.555, 6.531, 0.657], [-1.045, 7.251, 4.009], [-2.661, 8.056, 3.963], [-2.188, 5.049, 3.978], [-2.878, 6.058, 5.244], [-4.770, 6.616, 3.608], [-4.633, 4.886, 3.812], [-2.290, 3.892, 1.840], [-3.454, 3.832, 0.568], [-3.943, 3.461, 2.125], [-5.694, 6.566, 1.322], [-5.997, 4.937, 1.867], [-5.306, 5.240, 0.263], [-3.746, 7.194, -0.240], [-0.520, -7.416, 0.510], [-1.752, -6.467, 0.236], [-2.691, -6.391, 1.465], [-1.185, -5.064, -0.036], [-2.091, -4.187, -0.901], [-2.603, -4.889, -2.113], [-3.262, -6.250, -1.838], [-4.708, -5.981, -1.234], [-3.531, -6.952, -3.152], [-2.402, -6.998, -0.944], [-2.597, -8.383, -0.917], [-1.049, -8.180, 1.086], [0.011, -7.768, -0.366], [0.167, -7.000, 1.250], [-3.325, -5.531, 1.245], [-3.358, -7.253, 1.428], [-2.125, -6.289, 2.388], [-0.876, -4.553, 0.870], [-0.335, -5.230, -0.711], [-2.915, -3.924, -0.222], [-1.651, -3.261, -1.280], [-1.892, -4.844, -2.954], [-3.309, -4.281, -2.699], [-5.409, -5.910, -2.062], [-4.725, -5.115, -0.572], [-5.016, -6.825, -0.613], [-4.060, -6.258, -3.809], [-4.190, -7.820, -3.130], [-2.586, -7.208, -3.642], [-2.151, -8.725, -1.700], [2.844, 1.198, -1.910], [2.010, 0.816, -3.142], [2.632, 1.079, -4.521], [1.670, -0.679, -3.034], [0.404, -1.140, -3.726], [-0.773, -0.234, -3.251], [-0.541, 1.288, -3.457], [-0.688, 1.700, -4.930], [-1.612, 1.949, -2.572], [0.817, 1.707, -3.054], [1.013, 3.078, -3.056], [3.562, 0.504, -1.485], [3.260, 2.204, -2.002], [2.040, 1.327, -1.181], [3.144, 2.049, -4.494], [3.502, 0.465, -4.785], [1.920, 1.079, -5.337], [2.552, -1.067, -3.552], [1.664, -1.089, -2.022], [0.492, -1.327, -4.795], [0.162, -2.099, -3.257], [-1.047, -0.400, -2.211], [-1.577, -0.631, -3.877], [-0.359, 0.954, -5.647], [-0.300, 2.689, -5.178], [-1.756, 1.921, -5.083], [-1.740, 1.783, -1.508], [-2.508, 1.573, -3.097], [-1.865, 2.978, -2.861], [1.129, 3.316, -2.128], [9.314, 1.210, 0.967], [8.798, -0.248, 0.735], [9.992, -1.134, 1.132], [7.634, -0.474, 1.724], [6.269, 0.084, 1.337], [6.086, -0.432, -0.122], [7.145, -0.111, -1.158], [6.753, -0.950, -2.391], [7.174, 1.408, -1.524], [8.435, -0.539, -0.655], [9.479, -0.373, -1.605], [10.078, 1.428, 0.214], [8.611, 2.028, 0.799], [9.755, 1.316, 1.957], [10.916, -0.768, 0.684], [10.164, -1.183, 2.209], [9.850, -2.172, 0.818], [7.612, -1.517, 2.055], [7.956, 0.055, 2.629], [5.458, -0.291, 1.953], [6.312, 1.171, 1.237], [5.116, -0.053, -0.434], [6.144, -1.505, 0.085], [7.005, -1.982, -2.125], [7.254, -0.761, -3.339], [5.673, -0.919, -2.538], [8.111, 1.754, -1.958], [6.993, 1.966, -0.606], [6.410, 1.619, -2.275], [9.926, -1.216, -1.470], [2.429, -0.619, 1.167], [1.103, -1.068, 1.824], [0.715, -2.347, 1.102], [1.520, -1.340, 3.294], [0.320, -1.687, 4.163], [-0.520, -0.406, 4.199], [-0.964, 0.062, 2.756], [-2.136, -0.875, 2.423], [-1.461, 1.513, 2.783], [0.131, 0.030, 1.781], [-0.276, 0.362, 0.467], [2.190, -0.241, 0.174], [2.911, 0.286, 1.551], [3.067, -1.495, 1.270], [1.183, -3.273, 1.446], [-0.353, -2.519, 1.272], [0.832, -2.348, 0.016], [2.288, -2.111, 3.359], [1.965, -0.395, 3.613], [-0.316, -2.443, 3.705], [0.626, -1.945, 5.176], [-0.089, 0.485, 4.679], [-1.389, -0.409, 4.868], [-3.097, -0.439, 2.717], [-2.072, -1.874, 2.841], [-2.256, -0.871, 1.333], [-0.747, 2.326, 2.911], [-2.315, 1.504, 3.463], [-1.850, 1.772, 1.793], [0.547, 0.600, 0.025], [-5.247, -2.408, -2.171], [-5.444, -1.009, -1.835], [-4.745, 0.075, -2.494], [-7.267, -0.629, -1.761], [-7.624, -0.495, -0.270], [-6.358, 0.042, 0.433], [-5.176, -0.804, -0.010], [-7.767, -1.418, -2.318], [-7.332, 0.288, -2.346], [-8.504, 0.113, -0.082], [-7.789, -1.497, 0.131], [-6.545, -0.136, 1.494], [-6.292, 1.119, 0.277], [-5.325, -1.786, 0.445], [-4.150, -0.519, 0.201]],
  "mulliken_charge": [-1.84, 1.38, -1.57, -1.25, -0.28, -1.36, 1.90, -1.69, -2.34, 0.38, -0.50, 0.43, 0.38, 0.39, 0.47, 0.20, 0.42, 0.46, 0.39, 0.04, 0.41, 0.35, 0.49, 0.05, 0.53, 0.46, 0.53, 0.40, 0.42, 0.36, -1.82, 1.61, -1.87, -1.12, 0.65, -1.49, 1.78, -1.59, -2.23, 0.59, -0.51, 0.45, 0.35, 0.38, 0.39, 0.43, 0.45, 0.35, 0.26, -0.16, -0.15, 0.29, 0.35, 0.49, 0.08, 0.35, 0.51, 0.39, 0.48, 0.32, -0.73, 1.64, -1.73, -0.48, -1.07, -0.88, 1.67, -1.96, -2.11, 1.17, -0.54, -0.78, 0.50, 0.35, 0.40, 0.37, 0.29, 0.65, -0.35, 0.46, 0.30, -0.08, 0.48, 0.39, 0.33, 0.52, 0.27, 0.42, 0.44, 0.32, -1.78, 1.71, -2.13, -1.45, -0.58, -0.34, 2.09, -1.76, -1.77, 0.39, -0.47, 0.38, 0.31, 0.48, 0.49, 0.41, 0.45, 0.35, 0.47, 0.34, 0.36, -0.89, 0.48, 0.49, 0.38, 0.13, 0.36, 0.32, 0.44, 0.35, -1.68, 2.62, -1.79, -1.51, -0.51, -1.67, 2.36, -1.76, -2.44, 0.19, 0.18, -0.91, 0.46, 0.57, 0.58, -0.07, 0.22, 0.42, 0.53, 0.21, 0.41, 0.57, 0.33, 0.63, 0.25, 0.02, 0.63, 0.47, 0.30, 0.10, -0.58, 1.13, -0.65, -0.82, -0.67, -0.57, 0.01, 0.39, 0.35, 0.39, 0.30, 0.34, 0.33, 0.30, -0.25],
  "e_above_lowest_ev": 0.0000,
  "smiles": "CC1(C)CCCC(C)(C)N1O.CC1(C)CCCC(C)(C)N1O.CC1(C)CCCC(C)(C)N1O.CC1(C)CCCC(C)(C)N1O.CC1(C)CCCC(C)(C)N1O.O=S1(=O)CCCC1",
  "e_tot_ha": -3127.06482,
  "lumo_energy_ev": 0.4
}

---

# 3
{
  "formula": "C26H60Cl6N6O6P2",
  "method": "ωB97M-V with the def2-TZVPD basis set",
  "symbols": ["Cl", "C", "C", "Cl", "H", "H", "H", "H", "Cl", "C", "C", "Cl", "H", "H", "H", "H", "Cl", "C", "C", "Cl", "H", "H", "H", "H", "O", "P", "N", "C", "C", "N", "C", "C", "N", "C", "C", "H", "H", "H", "H", "H", "H", "H", "H", "H", "H", "H", "H", "H", "H", "H", "H", "H", "H", "O", "P", "N", "C", "C", "N", "C", "C", "N", "C", "C", "H", "H", "H", "H", "H", "H", "H", "H", "H", "H", "H", "H", "H", "H", "H", "H", "H", "H", "O", "C", "O", "C", "C", "C", "H", "H", "H", "H", "H", "H", "O", "C", "O", "C", "C", "C", "H", "H", "H", "H", "H", "H"],
  "coordinates": [[3.070, -1.740, -1.151], [1.897, -0.359, -1.126], [0.717, -0.555, -2.037], [1.390, -0.208, -3.708], [2.318, 0.619, -1.362], [1.590, -0.167, -0.097], [-0.098, 0.139, -1.833], [0.444, -1.607, -2.129], [4.228, 1.546, -6.955], [2.508, 1.006, -6.885], [1.763, 2.025, -6.054], [1.968, 3.753, -6.615], [2.424, 0.013, -6.443], [2.168, 1.060, -7.919], [1.989, 1.922, -4.993], [0.714, 1.761, -5.920], [4.170, -2.005, -5.841], [5.137, -1.516, -4.432], [6.202, -0.567, -4.820], [7.469, -0.205, -3.561], [5.465, -2.493, -4.076], [4.490, -1.163, -3.629], [5.772, 0.380, -5.147], [6.583, -0.923, -5.777], [-5.834, -2.845, -1.096], [-4.724, -1.874, -0.696], [-3.220, -2.671, -0.728], [-2.351, -2.753, -1.963], [-3.044, -3.846, 0.102], [-5.051, -1.073, 0.842], [-6.431, -0.815, 1.255], [-4.101, -0.310, 1.607], [-4.496, -0.481, -1.693], [-5.722, 0.022, -2.252], [-3.467, 0.521, -1.467], [-1.894, -1.794, -2.208], [-3.023, -3.087, -2.754], [-1.552, -3.491, -1.902], [-2.129, -4.404, -0.098], [-3.903, -4.463, -0.158], [-2.961, -3.478, 1.125], [-7.144, -1.537, 0.857], [-6.490, -1.109, 2.303], [-6.668, 0.197, 0.926], [-3.165, -0.826, 1.393], [-4.102, 0.775, 1.511], [-4.254, -0.632, 2.637], [-6.138, -0.672, -2.982], [-6.458, 0.123, -1.454], [-5.670, 0.965, -2.795], [-2.851, 0.665, -2.355], [-2.865, 0.150, -0.638], [-3.863, 1.433, -1.021], [-0.872, -0.061, 2.544], [-0.483, -1.160, 3.530], [1.185, -1.155, 4.029], [1.912, -2.071, 4.899], [2.132, -0.099, 3.479], [-0.584, -2.726, 2.912], [-0.255, -3.068, 1.477], [-0.634, -4.060, 3.746], [-1.266, -1.286, 5.014], [-1.019, -0.296, 6.080], [-2.739, -1.547, 4.987], [2.188, -1.622, 5.853], [2.782, -2.517, 4.417], [1.252, -2.905, 5.139], [1.711, 0.879, 3.712], [2.305, -0.204, 2.408], [3.088, 0.062, 3.976], [0.823, -2.934, 1.393], [-0.467, -4.079, 1.129], [-0.708, -2.311, 0.837], [0.145, -4.748, 3.418], [-0.746, -3.890, 4.817], [-1.527, -4.626, 3.479], [-1.537, -0.633, 6.978], [0.042, -0.051, 6.118], [-1.500, 0.631, 5.769], [-3.216, -1.544, 5.967], [-3.008, -2.519, 4.572], [-3.217, -0.830, 4.320], [1.556, 2.290, 0.861], [0.730, 3.134, 1.321], [0.833, 4.474, 1.155], [-0.206, 5.196, 1.768], [-1.241, 4.227, 2.261], [-0.620, 2.839, 1.951], [-0.570, 6.113, 1.305], [0.355, 5.569, 2.624], [-2.096, 4.227, 1.585], [-1.445, 4.220, 3.332], [-1.178, 2.261, 1.214], [-0.540, 2.229, 2.851], [5.359, 5.981, -1.845], [4.947, 4.831, -1.754], [5.091, 4.116, -0.625], [4.970, 2.704, -0.832], [4.819, 2.474, -2.401], [4.491, 3.993, -2.877], [4.083, 2.472, -0.243], [5.760, 2.113, -0.370], [4.055, 1.723, -2.599], [5.804, 2.264, -2.818], [3.406, 4.063, -2.954], [5.043, 4.447, -3.700]],
  "lowdin_spin": [0.00, 0.00, 0.00, 0.00, 0.00, 0.00, 0.00, 0.00, 0.00, 0.00, 0.00, 0.00, 0.00, 0.00, 0.00, 0.00, 0.00, 0.00, 0.00, 0.00, 0.00, 0.00, 0.00, 0.00, 0.00, -0.01, 0.00, 0.00, 0.00, 0.41, 0.04, 0.04, 0.34, 0.03, 0.03, 0.00, 0.00, 0.00, 0.00, 0.00, 0.00, 0.00, 0.01, 0.01, 0.00, 0.02, 0.02, 0.01, 0.01, 0.00, 0.01, 0.00, 0.01, 0.00, 0.00, 0.00, 0.00, 0.00, 0.00, 0.00, 0.00, 0.00, 0.00, 0.00, 0.00, 0.00, 0.00, 0.00, 0.00, 0.00, 0.00, 0.00, 0.00, 0.00, 0.00, 0.00, 0.00, 0.00, 0.00, 0.00, 0.00, 0.00, 0.00, 0.00, 0.00, 0.00, 0.00, 0.00, 0.00, 0.00, 0.00, 0.00, 0.00, 0.00, 0.00, 0.00, 0.00, 0.00, 0.00, 0.00, 0.00, 0.00, 0.00, 0.00, 0.00, 0.00],
  "e_above_lowest_ev": 3.0749,
  "spin_multiplicity": 2,
  "e_tot_ha": -5250.18329,
  "lumo_energy_ev": [-2.6, -7.3],
  "charge": 1
}